Record 1
90
Properties=species:S:1:pos:R:3:mulliken_charge:R:1 method="wB97M-V/def2-TZVPD" relative_energy_ev=0.201 orbital_gap_ev="8.34 / 6.35" multiplicity=6 total_charge=+2 max_force_ha_per_bohr=0.00368
Pd -0.325 -1.488 -0.310 1.04
O 1.023 -2.615 -1.781 -0.35
C 1.795 -3.739 -1.295 -0.64
C 3.024 -3.316 -0.519 -0.87
C 2.734 -2.337 0.626 -0.27
C 1.739 -2.861 1.625 0.62
C 2.160 -3.616 2.712 -0.80
C 1.233 -4.097 3.619 -0.43
C -0.108 -3.804 3.424 -0.87
C -0.461 -3.051 2.324 -0.57
N 0.434 -2.596 1.437 0.75
H 1.566 -2.059 -2.355 0.24
H 2.070 -4.369 -2.141 0.40
H 1.101 -4.296 -0.665 0.35
H 3.752 -2.860 -1.196 0.41
H 3.494 -4.223 -0.130 0.42
H 2.369 -1.393 0.220 -0.49
H 3.670 -2.121 1.142 0.62
H 3.216 -3.811 2.843 0.50
H 1.552 -4.682 4.471 0.45
H -0.868 -4.145 4.111 0.47
H -1.491 -2.780 2.138 0.37
C -5.024 -0.928 1.053 -0.84
N -4.336 -1.832 0.126 0.16
C -5.006 -2.726 -0.649 -0.11
C -4.370 -3.535 -1.523 -1.06
C -2.953 -3.414 -1.609 0.68
N -2.304 -2.554 -0.830 0.27
C -2.972 -1.749 0.026 0.50
O -2.321 -0.941 0.719 -0.75
N -2.235 -4.148 -2.459 -0.33
H -6.085 -1.156 1.032 0.34
H -4.861 0.103 0.747 0.24
H -4.636 -1.066 2.059 0.29
H -6.079 -2.744 -0.524 0.41
H -4.919 -4.235 -2.133 0.39
H -2.673 -4.801 -3.085 0.22
H -1.244 -3.985 -2.535 0.10
O -1.663 2.421 -0.343 -0.31
N -2.550 1.644 -0.428 0.58
O 0.135 0.433 -1.788 -0.36
O -3.077 1.090 -1.339 -0.27
C 1.702 1.362 1.336 -1.09
C 1.374 1.451 -0.123 -0.12
O 1.692 2.379 -0.837 -0.39
N 0.609 0.372 -0.607 0.27
Te 1.289 2.858 -3.726 1.02
C 2.339 4.551 -4.347 0.41
C 1.779 5.446 -5.268 0.92
C 0.426 5.259 -5.901 -1.56
C 2.535 6.558 -5.619 -1.03
C 3.796 6.795 -5.088 0.48
C 4.582 8.014 -5.469 -1.54
C 4.326 5.869 -4.191 -1.02
C 3.623 4.740 -3.810 0.95
C 4.233 3.767 -2.836 -1.65
C -0.510 3.742 -3.162 1.00
C -0.529 4.885 -2.353 0.73
C 0.704 5.526 -1.775 -1.65
C -1.769 5.448 -2.075 -0.93
C -2.954 4.915 -2.569 0.60
C -4.277 5.544 -2.240 -1.63
C -2.891 3.766 -3.353 -0.92
C -1.684 3.157 -3.657 0.84
C -1.668 1.918 -4.514 -2.13
H 1.110 2.111 1.864 0.34
H 2.752 1.604 1.488 0.39
H 1.470 0.382 1.748 0.17
H 0.223 4.213 -6.140 0.22
H 0.368 5.822 -6.831 0.54
H -0.374 5.611 -5.247 0.25
H 2.126 7.257 -6.340 0.39
H 4.100 8.565 -6.275 0.37
H 5.588 7.743 -5.790 0.39
H 4.684 8.684 -4.614 0.33
H 5.317 6.034 -3.783 0.41
H 5.234 4.087 -2.554 0.45
H 4.326 2.769 -3.275 0.34
H 3.640 3.680 -1.923 0.27
H 1.441 4.787 -1.462 0.15
H 0.436 6.116 -0.899 0.56
H 1.176 6.197 -2.495 0.24
H -1.808 6.332 -1.449 0.46
H -4.162 6.592 -1.969 0.41
H -4.741 5.032 -1.394 0.29
H -4.965 5.476 -3.082 0.41
H -3.808 3.338 -3.743 0.40
H -2.683 1.570 -4.697 0.47
H -1.123 1.105 -4.027 0.30
H -1.207 2.105 -5.487 0.36

---

Record 2
61
Properties=species:S:1:pos:R:3:nbo_charge:R:1 method="wB97M-V/def2-TZVPD" relative_energy_ev=3.212 orbital_gap_ev="3.48 / 3.48" total_charge=-2 max_force_ha_per_bohr=0.03209
Pd 0.742 -0.751 -0.162 0.14
F 5.809 1.465 -0.684 -0.36
C 5.012 0.381 -0.423 0.40
C 3.655 0.460 -0.629 -0.35
C 2.832 -0.660 -0.447 -0.21
C 3.478 -1.867 -0.053 -0.18
C 4.839 -1.868 0.215 0.40
F 5.449 -2.990 0.719 -0.37
C 5.641 -0.760 0.043 -0.43
C 2.652 -3.080 0.019 0.20
C 3.091 -4.318 -0.444 -0.25
C 2.220 -5.394 -0.467 -0.21
C 0.913 -5.190 -0.038 -0.29
C 0.556 -3.936 0.421 0.04
N 1.389 -2.888 0.463 -0.45
H 3.233 1.400 -0.958 0.23
H 6.695 -0.780 0.283 0.21
H 4.110 -4.429 -0.790 0.21
H 2.546 -6.368 -0.811 0.19
H 0.185 -5.992 -0.042 0.20
H -0.446 -3.760 0.789 0.22
S 0.142 1.667 -0.515 -0.10
C 1.391 2.732 -0.393 0.04
N 2.062 2.979 0.809 -0.65
C 2.300 4.366 1.157 -0.21
C 2.940 5.067 -0.035 -0.42
C 2.056 4.887 -1.263 -0.22
N 1.892 3.462 -1.495 -0.66
H 1.679 2.409 1.546 0.40
H 2.972 4.402 2.018 0.19
H 1.365 4.890 1.428 0.15
H 3.909 4.608 -0.238 0.21
H 3.087 6.128 0.185 0.19
H 2.526 5.336 -2.141 0.18
H 1.087 5.392 -1.093 0.15
H 1.328 3.245 -2.302 0.39
S -2.674 0.727 1.663 0.12
C -3.859 1.476 0.862 -0.28
N -3.706 2.258 -0.292 -0.66
C -4.624 3.375 -0.311 -0.22
C -5.955 2.874 0.283 -0.54
S -5.640 1.228 1.034 0.17
H -2.736 2.450 -0.512 0.41
H -4.751 3.724 -1.339 0.18
H -4.266 4.226 0.288 0.16
H -6.732 2.752 -0.470 0.20
H -6.319 3.543 1.061 0.20
Cl -5.797 -5.133 -0.431 -0.10
C -4.531 -3.955 -0.108 -0.15
C -4.003 -3.198 -1.148 -0.22
C -2.971 -2.317 -0.904 -0.25
C -2.412 -2.149 0.395 -0.06
C -1.409 -1.206 0.670 -0.64
C -3.005 -2.935 1.428 -0.22
C -4.032 -3.819 1.183 -0.25
H -4.411 -3.301 -2.147 0.20
H -2.554 -1.740 -1.721 0.21
H -0.959 -0.675 -0.216 0.17
H -0.903 -1.233 1.627 0.22
H -2.631 -2.816 2.439 0.19
H -4.458 -4.400 1.992 0.20

---

Record 3
16
Properties=species:S:1:pos:R:3:nbo_charge:R:1 method="wB97M-V/def2-TZVPD" relative_energy_ev=3.669 smiles="C=NCCCN" orbital_gap_ev=9.63 max_force_ha_per_bohr=0.11702
C 2.523 -1.361 0.052 -0.06
N 1.568 -0.555 0.137 -0.42
C 0.113 -0.840 -0.300 -0.26
C -1.059 -0.365 0.481 -0.43
C -0.889 1.193 0.430 -0.21
N -0.962 1.789 -0.915 -0.88
H 3.398 -1.577 0.904 0.19
H 2.333 -2.197 -0.629 0.12
H 0.090 -1.987 -0.382 0.17
H 0.199 -0.362 -1.353 0.24
H -2.023 -0.445 0.145 0.22
H -0.996 -0.633 1.596 0.22
H -1.679 1.513 1.077 0.15
H 0.035 1.523 0.930 0.20
H -0.673 2.823 -1.015 0.39
H -1.977 1.483 -1.158 0.36

---

Record 4
13
Properties=species:S:1:pos:R:3:nbo_charge:R:1 method="wB97M-V/def2-TZVPD" relative_energy_ev=5.336 orbital_gap_ev=9.39 max_force_ha_per_bohr=0.11599
C 1.536 0.341 -0.401 0.29
C -0.469 1.152 1.167 -0.11
C -1.731 0.604 1.189 0.08
C -0.691 -0.608 -0.560 0.68
H 1.587 -1.670 -0.896 0.36
H 1.991 1.257 -0.363 0.17
H 0.122 1.772 1.846 0.25
H -2.414 0.351 2.319 0.24
H 0.295 -1.078 -2.090 0.39
N 2.102 -0.797 -0.936 -0.68
N 0.163 0.589 -0.072 -0.49
N -0.571 -1.470 -1.441 -0.68
O -1.920 -0.444 0.239 -0.50

---

Record 5
8
Properties=species:S:1:pos:R:3:nbo_charge:R:1 method="wB97M-V/def2-TZVPD" relative_energy_ev=0.718 smiles="O=CNC=O" orbital_gap_ev=10.37 max_force_ha_per_bohr=0.09359
O 0.102 1.345 1.425 -0.53
C -0.094 1.179 0.201 0.51
N -0.050 0.033 -0.487 -0.65
C 0.196 -1.202 0.103 0.52
O 0.568 -1.454 1.273 -0.50
H -0.335 2.045 -0.423 0.12
H -0.268 -0.031 -1.465 0.41
H -0.119 -1.915 -0.627 0.11

---

Record 6
115
Properties=species:S:1:pos:R:3:mulliken_charge:R:1 method="wB97M-V/def2-TZVPD" orbital_gap_ev=6.82 max_force_ha_per_bohr=0.20889
Ba 8.079 -1.578 -35.737 1.60
C 8.165 0.802 -39.876 0.69
F 8.031 0.713 -41.155 -0.22
F 9.370 0.409 -39.510 -0.20
F 7.990 2.049 -39.576 -0.21
S 6.783 -0.341 -39.026 0.49
O 6.244 0.357 -37.857 -0.49
O 5.822 -0.674 -40.096 -0.61
N 7.759 -1.658 -38.442 0.02
S 7.740 -2.617 -39.632 0.69
O 6.563 -3.442 -39.728 -0.63
O 8.231 -2.042 -40.917 -0.64
C 9.117 -3.754 -39.077 0.77
F 9.022 -4.778 -39.849 -0.22
F 10.280 -3.202 -39.182 -0.20
F 8.862 -4.113 -37.847 -0.27
N 10.404 -0.560 -35.123 0.37
S 11.770 -0.424 -35.816 0.06
O 12.953 -1.090 -35.198 -0.34
O 12.001 0.766 -36.586 -0.23
F 11.501 -1.397 -37.129 -0.45
S 10.861 0.549 -33.923 0.12
O 11.096 1.937 -34.308 -0.59
O 11.778 0.078 -32.889 -0.57
F 9.443 0.428 -33.119 -0.23
Cl 15.124 -5.146 -35.312 -0.24
C 15.646 -3.655 -34.367 -0.01
C 14.410 -3.170 -33.591 0.74
Cl 14.002 -4.183 -32.167 -0.21
H 15.983 -2.983 -35.157 -0.15
H 16.544 -3.917 -33.808 0.44
H 13.592 -3.228 -34.309 -0.33
H 14.526 -2.141 -33.252 -0.22
Cl 14.035 3.016 -34.500 -0.15
C 13.986 2.744 -32.654 -0.31
C 14.744 1.477 -32.329 0.19
Cl 16.386 1.593 -32.946 -0.15
H 12.920 2.626 -32.462 0.04
H 14.410 3.631 -32.183 0.49
H 14.273 0.595 -32.763 -0.37
H 14.779 1.244 -31.265 0.33
C 5.339 -3.839 -36.863 -1.10
O 5.660 -2.689 -36.118 0.68
C 4.597 -2.287 -35.270 -0.87
C 4.667 -0.827 -35.033 -0.64
O 5.979 -0.536 -34.459 -0.04
C 6.180 0.811 -33.955 -0.62
H 4.760 -3.743 -37.781 0.18
H 4.727 -4.476 -36.224 0.54
H 6.297 -4.341 -36.994 0.22
H 4.962 -2.749 -34.353 0.24
H 3.635 -2.558 -35.705 0.48
H 3.826 -0.481 -34.432 0.51
H 4.597 -0.403 -36.035 0.25
H 5.464 1.524 -34.365 0.40
H 7.243 1.032 -34.049 -0.03
H 6.036 0.814 -32.875 0.30
C 10.470 -3.912 -34.898 -0.98
O 9.130 -4.031 -35.289 -0.13
C 8.344 -4.779 -34.341 -0.74
C 8.297 -4.051 -32.967 -0.73
O 7.876 -2.675 -33.092 0.52
C 7.643 -2.015 -31.835 -0.85
H 10.974 -4.865 -34.737 0.55
H 10.722 -3.340 -34.005 0.17
H 11.094 -3.445 -35.661 0.30
H 8.741 -5.788 -34.221 0.44
H 7.320 -4.832 -34.709 0.06
H 9.237 -4.197 -32.434 0.40
H 7.606 -4.613 -32.337 0.56
H 6.581 -2.101 -31.604 0.31
H 7.834 -0.942 -31.831 0.15
H 8.202 -2.478 -31.023 0.28
C 6.858 3.507 -36.906 -1.24
C 6.574 4.738 -37.294 0.68
C 7.549 5.823 -37.503 0.60
O 7.253 6.921 -37.993 -0.61
C 8.913 5.367 -37.180 -0.71
C 9.268 4.068 -36.797 0.34
C 8.252 2.976 -36.545 0.47
O 8.467 1.790 -36.179 0.28
O 10.584 3.784 -36.491 -0.51
O 5.294 5.154 -37.581 -0.60
H 6.124 2.715 -36.943 0.45
H 9.661 6.140 -37.272 0.47
H 10.640 2.846 -36.292 0.21
H 5.214 6.084 -37.803 0.36
C 13.984 -1.995 -29.026 -0.29
C 12.983 -1.596 -29.813 0.00
C 11.559 -2.069 -29.737 1.06
O 10.642 -1.607 -30.343 -0.59
C 11.432 -3.081 -28.695 -0.89
C 12.413 -3.522 -27.844 0.33
C 13.827 -3.006 -28.002 0.50
O 14.828 -3.276 -27.349 -0.61
O 12.245 -4.517 -26.926 -0.54
O 13.186 -0.749 -30.794 -0.14
H 15.012 -1.692 -29.163 0.45
H 10.454 -3.489 -28.489 0.43
H 13.001 -5.046 -26.661 0.35
H 12.358 -0.693 -31.276 0.20
C 16.640 2.585 -37.099 -0.42
C 15.580 1.737 -37.386 0.33
C 15.640 0.202 -37.183 0.62
O 14.706 -0.633 -37.213 -0.54
C 17.060 -0.198 -36.830 -0.95
C 18.055 0.695 -36.618 0.51
C 17.947 2.181 -36.683 0.66
O 18.826 2.987 -36.479 -0.63
O 19.238 0.297 -36.120 -0.57
O 14.367 2.252 -37.801 -0.58
H 16.474 3.626 -37.335 0.44
H 17.241 -1.250 -36.666 0.41
H 19.845 1.036 -36.038 0.34
H 13.593 1.778 -37.488 0.30